{
  "formula": "C5H11NO2",
  "method": "ωB97M-V with the def2-TZVPD basis set",
  "symbols": ["O", "O", "N", "C", "C", "C", "C", "C", "H", "H", "H", "H", "H", "H", "H", "H", "H", "H", "H"],
  "xyz": [[-1.8754, -0.2147, 1.2452], [-1.5617, -1.6499, -0.4809], [-0.6547, 1.9307, -0.0970], [-0.5522, 0.6330, -0.5290], [0.9054, 0.1174, -0.8413], [1.5932, -0.0790, 0.5216], [-1.3496, -0.3990, 0.0915], [3.0659, -0.4465, 0.3102], [0.8571, -0.7633, -1.6871], [-0.5770, 1.8230, 1.0936], [1.2971, 0.9772, 1.2753], [3.5396, -0.6800, 1.1353], [1.1214, 1.2250, -1.5018], [-1.1193, -1.6211, -1.1882], [0.9715, -0.6093, 1.2331], [3.2506, -1.3462, -0.6851], [3.3098, 0.3209, -0.0014], [-1.4555, 2.2555, -0.6560], [-1.0916, 0.8650, -1.7706]],
  "atomic_forces_ev_per_a": [[2.17, -0.57, -4.45], [-4.46, 2.14, 9.06], [0.66, 0.81, 4.56], [-0.05, -1.50, -7.43], [-1.64, 2.78, -2.59], [-1.39, 2.05, 1.05], [-4.31, -1.85, 6.15], [-7.12, -12.78, -0.91], [0.53, 1.89, 2.50], [-1.44, 1.39, -4.39], [1.94, -2.17, -2.63], [2.48, -1.59, 3.97], [0.71, -3.55, 2.00], [5.42, -0.28, -9.28], [0.06, -1.58, -0.53], [-0.77, 2.69, 3.39], [5.64, 12.96, -5.81], [0.11, 0.87, 2.27], [1.45, -1.72, 3.08]],
  "e_tot_ev": -10941.2447,
  "relative_energy_kcal_mol": 185.0
}

{
  "formula": "C5H11NO2",
  "method": "ωB97M-V with the def2-TZVPD basis set",
  "symbols": ["O", "O", "N", "C", "C", "C", "C", "C", "H", "H", "H", "H", "H", "H", "H", "H", "H", "H", "H"],
  "xyz": [[0.1110, 2.0701, -1.5363], [1.7364, 0.5844, -1.0922], [0.1392, 0.8908, 1.4010], [-0.5668, -1.0705, -0.1336], [0.6242, 0.9934, -0.8993], [-0.3654, 0.4204, 0.1153], [1.1567, 0.1074, 2.0926], [-1.1657, -1.2751, -1.5202], [1.1854, -0.9191, 1.7058], [-1.5121, -2.2834, -1.6832], [-2.0493, -0.6345, -1.6644], [-0.4254, -1.0307, -2.2763], [2.1418, 0.5034, 1.8561], [-0.6019, 1.1764, 2.0168], [0.3877, -1.5973, -0.0099], [-1.2450, -1.4299, 0.6526], [0.7891, 2.4776, -2.1144], [-1.2982, 0.9464, -0.0692], [0.9583, 0.0704, 3.1588]],
  "atomic_forces_ev_per_a": [[0.22, 0.28, -0.25], [0.10, -0.07, -0.02], [-0.30, -0.14, 0.31], [-0.16, 0.06, 0.57], [-0.13, 0.16, -0.15], [0.54, 0.57, -0.30], [0.05, -0.40, -0.97], [-0.23, 0.32, 0.18], [-0.11, 0.04, 0.34], [0.09, -0.44, -0.02], [0.30, -0.03, 0.02], [-0.01, 0.01, -0.23], [0.17, 0.16, 0.38], [-0.13, -0.10, -0.05], [-0.26, 0.03, -0.24], [0.09, -0.08, -0.16], [-0.22, -0.45, 0.40], [-0.19, -0.04, 0.09], [0.16, 0.14, 0.08]],
  "e_tot_ev": -10948.5771,
  "relative_energy_kcal_mol": 15.9,
  "smiles": "CC[C@@H](NC)C(=O)O"
}

{
  "formula": "C5H11NO2",
  "method": "ωB97M-V with the def2-TZVPD basis set",
  "symbols": ["O", "O", "N", "C", "C", "C", "C", "C", "H", "H", "H", "H", "H", "H", "H", "H", "H", "H", "H"],
  "xyz": [[-0.6771, 1.4400, 0.9831], [1.3973, 1.7377, -0.6500], [-2.4713, -0.9074, -0.0547], [-1.4966, -0.2102, -0.6846], [1.4282, -0.7788, -0.2017], [0.9121, 0.6692, -1.0235], [1.6527, -0.5106, 1.2737], [-1.1347, 1.0857, -0.2765], [-1.3444, -0.4658, -1.7245], [-2.9882, -1.5879, -0.5932], [0.9533, 0.3758, -2.0859], [0.8430, -1.6871, -0.3745], [2.3796, -0.9263, -0.7160], [-2.8251, -0.4657, 0.7859], [0.7124, -0.5625, 1.8249], [0.1871, 1.8644, 0.7920], [-1.9730, 1.7778, -0.4178], [2.2665, -1.2840, 1.7388], [2.1781, 0.4356, 1.4042]],
  "atomic_forces_ev_per_a": [[-0.39, -0.79, 0.55], [0.22, -0.25, 0.29], [1.86, -0.03, -0.35], [-3.29, 0.32, 0.80], [-0.64, 2.16, -0.52], [2.00, -1.63, 1.14], [0.02, -0.68, 0.10], [1.24, 0.33, 0.61], [-0.23, -0.20, -0.32], [0.12, -0.26, 0.61], [-1.06, 0.42, -0.33], [-0.31, 0.25, -0.16], [0.08, 0.02, -0.06], [-0.17, -0.56, -0.15], [0.04, 0.50, -0.03], [0.12, -0.07, -0.05], [0.48, 0.44, -2.08], [0.23, -0.09, -0.17], [-0.30, 0.09, 0.12]],
  "e_tot_ev": -10942.9889,
  "relative_energy_kcal_mol": 144.8,
  "smiles": "N/C=C\\O.CCC=O"
}

{
  "formula": "C5H11NO2",
  "method": "ωB97M-V with the def2-TZVPD basis set",
  "symbols": ["O", "O", "N", "C", "C", "C", "C", "C", "H", "H", "H", "H", "H", "H", "H", "H", "H", "H", "H"],
  "xyz": [[2.0611, 2.2905, -0.7546], [1.4148, -0.0186, 0.8943], [-0.2807, -1.2531, 1.6681], [-0.4466, -0.0914, -0.5473], [0.2979, -0.4752, 0.7159], [-0.2119, 1.4050, -0.8235], [-1.3514, -2.2241, 1.4358], [1.0920, 1.7047, -1.5917], [-2.1604, -2.0183, 2.1123], [-1.0760, 1.7447, -1.3953], [-0.9290, -3.2182, 1.5665], [-0.1249, 1.9273, 0.1342], [-1.7475, -2.0619, 0.4438], [-1.5117, -0.3132, -0.4762], [0.3516, -1.4631, 2.4201], [0.9392, 2.3959, -2.4178], [-0.0374, -0.6998, -1.3533], [2.2599, 1.6281, -0.0721], [1.4609, 0.7409, -1.9593]],
  "atomic_forces_ev_per_a": [[0.36, 0.00, 0.13], [0.48, 0.14, 0.23], [-0.25, -0.19, -0.51], [-0.11, 0.00, 0.49], [0.02, 0.03, -0.10], [-0.04, -0.26, -0.33], [0.67, 0.80, 0.03], [-0.10, -0.43, 0.57], [-0.38, -0.27, 0.50], [0.01, 0.30, 0.13], [-0.41, -0.17, -0.15], [-0.37, 0.15, -0.25], [0.05, -0.38, -0.25], [0.04, 0.07, 0.00], [0.14, 0.03, 0.18], [-0.07, -0.05, -0.03], [-0.03, -0.07, -0.15], [-0.12, 0.14, -0.08], [0.11, 0.14, -0.41]],
  "e_tot_ev": -10948.5264,
  "relative_energy_kcal_mol": 17.1,
  "smiles": "CNC(=O)CCCO"
}

{
  "formula": "C5H11NO2",
  "method": "ωB97M-V with the def2-TZVPD basis set",
  "symbols": ["O", "O", "N", "C", "C", "C", "C", "C", "H", "H", "H", "H", "H", "H", "H", "H", "H", "H", "H"],
  "xyz": [[-0.2381, -2.1839, -0.3619], [-0.0886, 0.2635, 2.9167], [0.4540, 1.5108, 0.2447], [-0.1452, 0.3895, -0.3893], [0.2119, 1.5185, -2.5921], [-0.1705, 0.4724, -1.8792], [-0.7400, -0.7521, 2.8660], [0.5658, -1.0936, 0.0156], [-1.1701, 0.2864, -0.0103], [-0.5103, -0.4301, -2.3619], [0.5176, 2.4381, -2.1195], [-1.7540, -0.7873, 2.4346], [1.4371, -1.1310, -0.6345], [1.4209, 1.6257, -0.0397], [0.9998, -1.1835, 1.0196], [0.2251, 1.4961, -3.6708], [-0.3383, -1.7201, 3.2038], [0.4071, 1.4174, 1.2613], [-1.0838, -2.1368, 0.0971]],
  "atomic_forces_ev_per_a": [[-0.25, -0.19, 0.16], [-0.57, -0.63, 0.21], [0.32, 0.45, 0.54], [0.50, -2.44, 1.09], [0.04, 0.04, 0.00], [0.02, -0.06, 0.13], [0.48, 0.43, -0.10], [-0.01, 1.89, -1.42], [-0.09, 0.08, -0.08], [-0.02, -0.20, -0.18], [0.09, 0.12, 0.11], [-0.09, 0.17, 0.03], [0.13, -0.13, -0.19], [-0.05, 0.00, 0.06], [-0.63, 0.36, 0.11], [-0.10, -0.05, -0.11], [0.06, 0.00, 0.14], [0.10, 0.14, -0.49], [0.06, 0.02, -0.02]],
  "e_tot_ev": -10946.2173,
  "relative_energy_kcal_mol": 70.3,
  "smiles": "C=C[C@H](N)CO.C=O"
}

{
  "formula": "C5H11NO2",
  "method": "ωB97M-V with the def2-TZVPD basis set",
  "symbols": ["O", "O", "N", "C", "C", "C", "C", "C", "H", "H", "H", "H", "H", "H", "H", "H", "H", "H", "H"],
  "xyz": [[-1.8321, -2.2164, -0.7869], [2.4961, 0.7813, 0.8194], [1.1994, -0.3418, -0.6031], [0.1408, 1.0314, 1.1879], [1.3471, 0.6455, 0.4188], [-0.0223, -0.6989, -1.2485], [-0.4201, -2.1650, -0.7831], [-0.2428, 2.5364, 1.0288], [2.0729, -0.2635, -1.0990], [-0.7128, 0.3622, 1.1423], [-1.2169, 2.5808, 0.5181], [0.1013, -2.9214, -1.3658], [-0.3258, 3.1097, 1.9477], [-0.0731, -0.7967, -2.3429], [0.5271, 2.9467, 0.3712], [-0.1333, -2.2693, 0.2761], [-0.9343, -0.1745, -0.9840], [0.2265, 0.9658, 2.2940], [-2.1978, -3.1120, -0.7909]],
  "atomic_forces_ev_per_a": [[-0.72, -0.29, -0.77], [-0.77, 1.39, -0.44], [0.14, 2.74, 0.39], [-1.43, 1.43, 2.56], [1.07, -3.77, 0.78], [-1.49, -2.96, -0.21], [0.21, 1.07, 1.27], [-0.42, -0.77, -1.44], [-0.05, -0.71, -0.57], [-0.13, -0.06, -1.16], [0.36, 0.32, 0.03], [-0.24, -0.20, -0.22], [0.25, -0.21, 0.07], [0.82, 0.72, 0.17], [-0.29, 0.57, 0.19], [0.46, 0.00, -0.34], [0.38, 0.84, 0.32], [1.37, -0.36, -0.62], [0.46, 0.24, 0.00]],
  "e_tot_ev": -10947.4023,
  "relative_energy_kcal_mol": 43.0,
  "smiles": "CCC(=O)NCCO"
}